Entry 1:
This record from OMol25 describes a 10-piece molecular cluster, C44H68F24O22 overall at a distorted geometry. The level of theory is ωB97M-V/def2-TZVPD.

CARTESIAN COORDINATES (ANGSTROEM)
1 C -2.25 2.27 -2.79
2 O -2.02 1.57 -1.56
3 C -1.67 0.20 -1.84
4 C -0.59 -0.38 -0.93
5 O -0.29 -1.81 -1.09
6 C 0.91 -2.12 -0.29
7 C 0.59 -2.35 1.24
8 O 0.13 -1.32 2.08
9 C 1.09 -0.24 2.33
10 H -2.61 3.28 -2.55
11 H -2.81 1.81 -3.60
12 H -1.27 2.37 -3.25
13 H -1.20 0.15 -2.82
14 H -2.55 -0.45 -1.83
15 H -0.76 -0.16 0.13
16 H 0.35 0.15 -1.03
17 H 1.81 -1.51 -0.31
18 H 1.17 -3.15 -0.56
19 H 1.55 -2.64 1.68
20 H -0.04 -3.21 1.42
21 H 1.06 0.11 3.36
22 H 0.77 0.48 1.58
23 H 2.09 -0.65 2.18
24 C 4.97 -7.04 3.34
25 O 4.54 -5.76 3.03
26 C 3.13 -5.55 3.08
27 C 2.32 -6.43 2.08
28 O 2.72 -6.13 0.73
29 C 2.32 -7.06 -0.29
30 C 2.50 -6.46 -1.70
31 O 1.64 -5.37 -1.89
32 C 1.80 -4.80 -3.25
33 H 4.49 -7.85 2.81
34 H 5.04 -7.28 4.40
35 H 6.01 -6.97 3.01
36 H 2.89 -4.51 2.86
37 H 2.65 -5.70 4.05
38 H 1.25 -6.26 2.20
39 H 2.43 -7.47 2.38
40 H 1.28 -7.32 -0.05
41 H 2.84 -8.00 -0.12
42 H 2.34 -7.21 -2.47
43 H 3.48 -6.01 -1.88
44 H 1.75 -5.57 -4.02
45 H 2.70 -4.20 -3.37
46 H 0.90 -4.26 -3.55
47 C -7.00 1.35 -10.19
48 C -5.59 0.87 -9.84
49 O -4.91 1.85 -9.02
50 C -4.12 1.47 -7.92
51 O -3.52 0.38 -7.80
52 C -3.85 2.65 -6.96
53 F -3.59 3.67 -7.74
54 F -4.96 2.89 -6.34
55 F -2.88 2.50 -6.09
56 H -7.64 1.24 -9.31
57 H -7.48 0.62 -10.83
58 H -7.02 2.37 -10.59
59 H -5.02 0.85 -10.77
60 H -5.45 -0.12 -9.43
61 C -5.32 7.24 0.45
62 C -4.40 6.09 -0.02
63 O -4.46 5.76 -1.34
64 C -5.64 5.45 -1.95
65 O -6.69 5.36 -1.41
66 C -5.53 4.99 -3.46
67 F -6.28 5.84 -4.19
68 F -4.26 4.93 -3.93
69 F -6.08 3.77 -3.60
70 H -6.36 7.03 0.21
71 H -5.07 8.16 -0.08
72 H -5.12 7.37 1.52
73 H -4.69 5.15 0.45
74 H -3.36 6.34 0.20
75 C 2.81 3.05 6.28
76 C 2.20 2.01 5.27
77 O 3.28 1.79 4.35
78 C 3.44 2.46 3.22
79 O 2.79 3.43 2.89
80 C 4.61 1.96 2.40
81 F 4.97 0.70 2.68
82 F 4.19 1.89 1.09
83 F 5.63 2.77 2.58
84 H 3.75 2.73 6.74
85 H 2.01 3.30 6.97
86 H 3.06 3.95 5.70
87 H 1.37 2.50 4.77
88 H 1.98 1.03 5.70
89 C -2.80 -1.60 10.14
90 C -3.27 -2.39 8.84
91 O -2.84 -1.65 7.75
92 C -2.56 -2.13 6.54
93 O -2.60 -3.37 6.33
94 C -2.05 -0.97 5.57
95 F -1.22 -1.55 4.70
96 F -3.11 -0.42 4.96
97 F -1.46 0.06 6.21
98 H -3.28 -2.17 10.93
99 H -3.22 -0.62 10.37
100 H -1.75 -1.33 10.27
101 H -4.35 -2.41 8.73
102 H -2.90 -3.42 8.80
103 C -0.65 4.80 -7.83
104 C 0.81 4.33 -7.43
105 O 0.92 2.88 -7.49
106 C 0.53 1.96 -6.52
107 O 0.06 2.39 -5.45
108 C 0.88 0.45 -6.74
109 F -0.26 -0.18 -6.94
110 F 1.78 0.42 -7.65
111 F 1.54 -0.05 -5.67
112 H -1.32 4.54 -7.01
113 H -0.85 4.24 -8.74
114 H -0.82 5.87 -7.96
115 H 1.05 4.72 -6.45
116 H 1.44 4.70 -8.24
117 C -2.72 -4.17 1.25
118 C -2.84 -3.90 2.69
119 O -2.82 -5.16 3.35
120 C -1.65 -5.79 3.77
121 O -0.55 -5.27 3.57
122 C -1.83 -7.22 4.21
123 F -3.06 -7.67 4.11
124 F -1.14 -8.07 3.37
125 F -1.41 -7.37 5.48
126 H -2.69 -3.20 0.75
127 H -3.49 -4.75 0.74
128 H -1.77 -4.58 0.91
129 H -3.81 -3.42 2.82
130 H -2.11 -3.17 3.05
131 C 9.53 -0.14 -1.08
132 C 8.73 -0.26 0.19
133 O 7.30 -0.33 -0.05
134 C 6.59 -1.54 0.01
135 O 7.12 -2.56 0.37
136 C 5.13 -1.49 -0.61
137 F 4.96 -0.46 -1.47
138 F 4.82 -2.66 -1.26
139 F 4.29 -1.47 0.41
140 H 9.16 0.74 -1.59
141 H 9.53 -1.03 -1.71
142 H 10.60 0.04 -0.98
143 H 8.87 0.64 0.78
144 H 9.02 -1.05 0.88
145 C -1.15 3.79 1.05
146 C -0.82 5.32 1.38
147 O 0.17 5.62 2.46
148 C 0.40 6.87 2.92
149 O 0.09 7.87 2.32
150 C 1.37 7.09 4.09
151 F 2.60 7.39 3.73
152 F 0.85 8.05 4.91
153 F 1.53 5.92 4.82
154 H -1.48 3.12 1.85
155 H -0.36 3.16 0.65
156 H -1.83 3.63 0.21
157 H -1.75 5.87 1.51
158 H -0.29 5.74 0.52

LUMO energy (alpha / beta): -1.85 / -7.91 eV
spin multiplicity: 2
net charge: +1
orbital gap (alpha / beta): 9.57 / 3.51 eV

=====

Entry 2:
This record from OMol25 describes a 2-piece molecular cluster, C4H9NO overall. The level of theory is ωB97M-V/def2-TZVPD.

CARTESIAN COORDINATES (ANGSTROEM)
1 C 1.01 -1.47 0.47
2 N 0.31 -0.45 0.68
3 C -0.22 -0.08 1.96
4 C 0.18 1.13 -0.96
5 O 0.00 2.12 -0.29
6 C -0.86 0.53 -1.88
7 H 1.15 -2.29 1.19
8 H 1.18 0.69 -1.13
9 H 1.55 -1.53 -0.48
10 H 0.44 0.71 2.32
11 H -0.24 -0.91 2.68
12 H -1.21 0.37 1.85
13 H -1.85 0.97 -1.70
14 H -0.92 -0.56 -1.82
15 H -0.52 0.79 -2.89

energy relative to the best compared isomer or geometry (same formula, charge and spin): 2.478 eV
SMILES: C=NC.CC=O
LUMO energy: 0.91 eV
net charge: 0
orbital gap: 9.96 eV

=====

Entry 3:
This record from OMol25 describes a 2-piece molecular cluster, C5H14N2 overall at a distorted geometry. The level of theory is ωB97M-V/def2-TZVPD.

CARTESIAN COORDINATES (ANGSTROEM)
1 C 1.52 -0.87 0.01
2 C -0.84 -0.21 0.18
3 C 0.95 1.27 -1.50
4 C -2.12 -0.74 -0.44
5 C -1.06 0.33 1.58
6 N 0.21 -1.20 0.08
7 N 2.12 -0.06 0.95
8 H -0.01 -1.97 -0.54
9 H 2.16 -1.62 -0.42
10 H -0.32 0.64 -0.56
11 H 3.11 0.06 0.79
12 H 1.67 0.84 1.06
13 H 1.45 2.05 -0.92
14 H 1.68 0.83 -2.19
15 H 0.20 1.80 -2.10
16 H -2.87 0.05 -0.45
17 H -1.53 -0.41 2.23
18 H -2.54 -1.59 0.11
19 H -1.96 -1.04 -1.48
20 H -1.71 1.20 1.53
21 H -0.13 0.64 2.07

energy relative to the best compared isomer or geometry (same formula, charge and spin): 3.846 eV
LUMO energy: 0.81 eV
net charge: 0
orbital gap: 7.12 eV

=====

- Among the records above, which one has the highest net charge?
  C44H68F24O22